a | Computed, not measured: a 7-piece molecular cluster, C14H28Br14 overall, with ωB97M-V/def2-TZVPD.

Summary:
* SMILES string: BrCCBr.BrCCBr.BrCCBr.BrCCBr.BrCCBr.BrCCBr.BrCCBr
* E_HOMO: -9.9 eV

Each line ends with the Mulliken charge.
Cartesian coordinates (Å):
Br  4.41  2.44  -4.15  -0.15
Br  -3.25  -3.38  3.83  -0.15
Br  -2.30  1.08  3.23  -0.17
Br  -1.39  3.90  -2.13  -0.15
Br  5.97  2.68  2.88  -0.16
Br  -5.15  1.96  -0.23  -0.16
Br  3.84  0.62  -0.60  -0.12
Br  2.41  -3.17  2.52  -0.06
Br  -6.36  -1.11  -5.26  -0.18
Br  -0.05  1.07  -4.18  -0.11
Br  1.70  -3.10  -1.70  -0.16
Br  4.32  -1.02  4.12  -0.08
Br  -0.15  0.65  0.26  -0.05
Br  -2.88  -0.80  -2.25  -0.13
C  3.00  -3.59  4.36  -0.55
C  -2.28  -1.71  3.49  -0.36
C  -4.58  -0.39  -3.15  -0.50
C  2.49  2.38  -3.67  -0.35
C  -3.32  2.56  -0.49  -0.09
C  4.47  1.95  1.85  -0.63
C  0.84  -1.39  -1.42  0.13
C  -3.11  -0.54  3.92  -0.46
C  0.42  -1.25  0.03  -0.52
C  -3.25  3.43  -1.71  -0.41
C  4.89  0.72  1.05  -0.32
C  1.78  1.54  -4.72  -0.65
C  3.28  -2.33  5.16  -0.54
C  -4.80  -1.50  -4.15  -0.69
H  5.96  0.53  0.91  0.50
H  -3.74  4.39  -1.60  0.38
H  -4.96  -2.47  -3.69  0.39
H  2.38  1.99  -2.67  0.07
H  -3.96  -1.72  -4.82  0.39
H  4.12  2.72  1.17  0.47
H  -2.99  3.07  0.41  0.42
H  4.62  -0.22  1.54  -0.08
H  -0.04  -1.36  -2.05  0.08
H  3.62  1.68  2.47  0.37
H  3.90  -2.48  6.03  0.33
H  -4.12  -0.55  3.52  0.37
H  -5.30  -0.46  -2.34  0.35
H  1.51  -0.59  -1.71  -0.19
H  -0.45  -1.84  0.30  0.51
H  -1.35  -1.83  4.05  0.32
H  -2.73  1.65  -0.59  -0.23
H  3.90  -4.20  4.28  0.35
H  1.67  2.13  -5.62  0.41
H  1.22  -1.38  0.74  0.10
H  2.26  0.61  -5.00  0.40
H  2.12  3.40  -3.72  0.36
H  2.27  -4.26  4.80  0.38
H  -3.71  2.97  -2.58  0.22
H  -1.98  -1.78  2.45  0.08
H  2.39  -1.78  5.46  0.31
H  -4.48  0.58  -3.61  0.36
H  -3.15  -0.46  5.00  0.36


b | Computed, not measured: a 7-piece molecular cluster, C14H28Br14 overall, with ωB97M-V/def2-TZVPD.

Summary:
* SMILES string: BrCCBr.BrCCBr.BrCCBr.BrCCBr.BrCCBr.BrCCBr.BrCCBr
* E_HOMO: -9.7 eV

Each line ends with the Mulliken charge.
Cartesian coordinates (Å):
Br  0.50  -5.51  -0.71  -0.17
Br  5.97  -0.97  -4.15  -0.16
Br  -4.79  0.32  2.03  -0.18
Br  2.51  -3.77  3.50  -0.09
Br  -3.94  -2.76  -1.42  -0.17
Br  0.47  -1.91  0.80  -0.13
Br  -3.53  7.06  2.31  -0.18
Br  -2.05  2.71  2.81  -0.18
Br  -4.07  -5.90  0.20  -0.19
Br  -1.61  6.69  -1.33  -0.17
Br  4.54  -1.50  -1.04  -0.07
Br  5.78  -4.28  2.78  -0.18
Br  0.46  2.72  0.12  -0.14
Br  2.40  4.74  -2.46  -0.18
C  4.66  0.29  -3.27  -0.72
C  -2.36  5.47  2.01  -0.44
C  4.33  -4.86  1.51  -0.52
C  -1.41  -5.07  -0.53  -0.12
C  -0.19  5.68  -2.34  -0.40
C  3.64  -0.43  -2.44  -0.38
C  -0.24  0.85  0.31  -0.51
C  -2.07  -6.19  0.25  -0.57
C  3.24  -3.81  1.70  -0.16
C  0.87  0.07  0.98  -0.69
C  -5.00  -0.61  0.25  -0.47
C  -3.97  -1.75  0.32  -0.42
C  1.20  6.29  -2.15  -0.48
C  -3.02  4.41  2.85  -0.66
H  1.90  0.29  0.67  0.45
H  -0.26  4.65  -1.99  0.11
H  4.18  0.86  -4.06  0.42
H  -4.18  -2.50  1.08  0.39
H  1.41  6.63  -1.14  0.36
H  2.97  0.28  -1.95  0.18
H  -1.40  -4.07  -0.08  -0.16
H  3.55  -2.78  1.50  0.28
H  -6.04  -0.96  0.30  0.38
H  0.89  0.25  2.05  0.45
H  -1.95  -7.16  -0.23  0.38
H  5.21  1.08  -2.76  0.39
H  3.10  -1.14  -3.06  0.37
H  -1.18  0.83  0.86  0.21
H  1.32  7.09  -2.87  0.37
H  2.40  -4.03  1.03  -0.22
H  -0.52  5.60  -3.38  0.38
H  -4.91  0.21  -0.46  0.36
H  -2.96  4.78  3.87  0.38
H  -2.37  5.14  0.97  0.28
H  -0.39  0.41  -0.67  0.45
H  -1.66  -6.29  1.25  0.42
H  -1.34  5.72  2.32  0.38
H  3.91  -5.85  1.69  0.40
H  -1.84  -5.05  -1.53  0.37
H  4.86  -4.86  0.56  0.39
H  -4.09  4.42  2.63  0.43
H  -2.92  -1.52  0.51  0.11


Ranking the structures above by energy, a is first and the second is 0.966 eV behind.